Here is a molecular structure, C30H44BrCrN3P2 in a non-equilibrium geometry from the Open Molecules 2025 dataset. Energies are from wB97M-V/def2-TZVPD.

Its expectation value of S² is 6.190. For the energy above the lowest of the compared OMol25 structures with the same formula, charge and spin, the calculation gives 326.0 kJ/mol. The charge is +2. The value obtained for the HOMO energy (alpha / beta) is -12.679 / -12.863 eV. The calculation puts the frontier orbital gap (alpha / beta) at 6.61 / 5.71 eV. Its spin multiplicity is 5. The largest force on an atom is 2.53 eV/A.

Each line ends with the Löwdin spin population.
Positions of all 81 atoms, in Å:
Br (1.976, 0.466, 3.885)  0.060
Cr (-1.269, 0.597, -1.893)  3.174
P (-2.150, -1.355, -1.569)  -0.007
P (3.173, -0.826, 1.325)  0.034
N (-2.104, 0.547, 2.509)  0.003
N (-1.077, 5.970, -4.640)  0.020
N (-1.787, -1.177, 4.011)  0.000
C (-3.534, -2.630, 0.632)  0.002
C (0.368, 1.801, -0.088)  0.179
C (1.529, 2.422, 0.468)  -0.016
C (-3.952, 1.774, 4.225)  0.000
C (-3.365, 0.564, 4.574)  0.000
C (-2.413, 0.003, 3.697)  0.000
C (4.747, -0.195, 1.933)  0.006
C (-0.653, -2.397, -1.442)  0.006
C (2.741, -2.409, 2.099)  0.004
C (-0.892, 4.910, -2.525)  0.016
C (3.402, -3.662, 1.516)  0.002
C (-0.912, -3.897, -1.379)  -0.001
C (0.629, -0.090, 1.440)  0.195
C (-2.874, -1.404, -4.463)  0.002
C (-3.572, 2.378, 3.018)  0.001
C (-0.089, 0.598, 0.522)  0.001
C (-1.436, 3.615, -4.494)  0.020
C (-2.653, 1.723, 2.199)  0.002
C (5.911, -1.177, 1.846)  0.002
C (1.924, 0.440, 1.965)  0.043
C (3.168, -1.011, -0.477)  0.001
C (2.274, 1.793, 1.406)  0.141
C (-0.852, 6.047, -3.327)  -0.004
C (-2.418, -0.574, -3.228)  0.047
C (-0.983, 2.460, -2.356)  0.055
C (-1.142, 3.657, -3.127)  -0.003
C (3.612, 0.193, -1.309)  0.002
C (-1.367, 4.808, -5.224)  -0.003
C (-2.964, -1.330, 0.082)  0.012
C (-0.316, 2.156, -1.253)  -0.056
H (-0.910, -1.381, 3.545)  0.000
H (-0.664, 4.974, -1.465)  0.000
H (-1.477, -4.191, -0.495)  0.000
H (-2.939, -3.498, 0.340)  0.000
H (3.161, 2.266, 1.823)  0.006
H (4.498, -3.629, 1.568)  0.000
H (-0.025, -2.173, -2.319)  0.004
H (-2.100, -2.073, -4.853)  0.002
H (1.797, 3.421, 0.096)  -0.003
H (2.792, 0.910, -1.426)  0.000
H (-3.577, -2.608, 1.733)  0.001
H (0.042, -4.439, -1.348)  0.000
H (-3.989, 3.323, 2.684)  0.000
H (-1.118, 0.259, 0.209)  0.007
H (-3.590, 0.016, 5.485)  0.000
H (-1.372, -0.120, -3.457)  0.012
H (3.070, -4.538, 2.085)  0.000
H (3.104, -3.825, 0.473)  0.000
H (4.573, 0.116, 2.973)  0.000
H (3.899, -0.143, -2.314)  0.000
H (-3.107, 0.292, -3.111)  0.018
H (-3.751, -0.565, 0.014)  0.002
H (-4.555, -2.778, 0.267)  0.000
H (3.816, -1.874, -0.702)  0.000
H (2.148, -1.308, -0.771)  0.001
H (-3.109, -0.696, -5.272)  0.001
H (-0.076, -2.073, -0.560)  -0.001
H (1.649, -2.529, 2.034)  0.000
H (-1.885, -1.524, 4.956)  0.000
H (-0.627, 7.022, -2.881)  -0.001
H (-1.652, 2.679, -5.002)  0.000
H (6.074, -1.531, 0.821)  0.000
H (-2.338, 2.171, 1.248)  0.002
H (-1.540, 4.815, -6.299)  0.000
H (0.276, -1.038, 1.850)  0.008
H (-4.680, 2.246, 4.880)  0.000
H (-3.780, -1.982, -4.263)  0.000
H (-1.453, -4.238, -2.268)  0.000
H (5.764, -2.045, 2.501)  0.000
H (4.473, 0.718, -0.875)  0.001
H (2.964, -2.318, 3.174)  0.000
H (6.828, -0.673, 2.171)  0.001
H (-2.258, -0.947, 0.829)  -0.002
H (4.967, 0.720, 1.366)  0.000

***

Here is a molecular structure, C30H44MgN4OP2Si in a non-equilibrium geometry from the Open Molecules 2025 dataset. Energies are from wB97M-V/def2-TZVPD.

The charge is 0. The value obtained for the HOMO energy is -7.231 eV. The calculation puts the frontier orbital gap at 6.87 eV. The largest force on an atom is 3.01 eV/A.

Each line ends with the Mulliken charge.
Positions of all 83 atoms, in Å:
P (-1.406, -0.838, -1.744)  -0.351
P (1.753, -0.413, -1.938)  -0.233
Si (-0.535, 0.067, 2.999)  0.202
Mg (0.013, 0.844, -0.416)  1.445
O (-0.601, 0.253, 1.397)  -0.137
N (-2.843, -1.676, -1.387)  0.528
N (-2.110, 0.509, -2.606)  0.375
N (2.946, -1.665, -1.582)  0.580
N (2.735, 0.845, -2.729)  0.774
C (3.644, 2.900, -3.016)  -0.801
C (3.802, 0.701, -3.621)  -0.510
C (3.855, -1.561, -0.508)  -0.464
C (-3.000, 1.735, -4.272)  -0.787
C (-3.042, -2.262, -0.117)  -0.246
C (-2.254, 1.826, -2.129)  -0.350
C (-1.187, 2.291, -8.352)  -0.977
C (-4.722, -2.912, -1.519)  -0.637
C (-2.088, 0.453, -6.936)  -0.260
C (0.902, 1.872, -6.843)  -0.363
C (-4.193, -3.025, -0.186)  -0.563
C (0.206, -0.282, -7.878)  -0.875
C (-0.514, -1.727, -3.004)  -1.087
C (-1.299, -0.598, -7.645)  -1.492
C (4.384, 1.961, -3.804)  -0.769
C (2.996, -2.986, -2.059)  -0.448
C (2.592, 2.211, -2.426)  -0.540
C (-0.574, -1.707, 3.706)  -1.222
C (1.969, 1.288, 0.396)  -1.427
C (-1.992, 1.759, -7.238)  -0.302
C (1.044, 0.774, 3.846)  -1.185
C (0.871, -1.117, -3.337)  -0.701
C (-1.996, 0.642, 4.099)  -1.253
C (0.873, 0.542, -6.797)  -0.211
C (4.468, -2.793, -0.334)  -0.723
C (-2.603, 0.452, -3.903)  -0.258
C (-2.749, 2.601, -3.180)  -1.373
C (-3.874, -2.080, -2.244)  -0.191
C (3.933, -3.696, -1.309)  -0.574
C (0.295, 2.600, -8.017)  -0.998
H (-1.912, 0.434, 5.168)  0.347
H (3.933, -0.614, 0.027)  0.452
H (1.528, 1.973, 1.139)  0.206
H (0.873, 2.355, -8.922)  0.317
H (-2.888, 3.677, -3.174)  0.432
H (1.447, 2.459, -6.127)  0.523
H (2.131, 0.347, 0.900)  0.119
H (-3.351, 2.029, -5.247)  0.903
H (-1.645, 3.241, -8.666)  0.431
H (5.247, 2.170, -4.420)  0.455
H (1.361, -0.024, -6.013)  0.607
H (-1.779, -0.773, -8.619)  0.339
H (-1.362, -1.520, -7.069)  0.328
H (-5.614, -3.371, -1.907)  0.449
H (-1.130, -1.808, -3.910)  0.613
H (-2.880, 0.102, 3.754)  0.309
H (-2.601, -0.489, -4.436)  0.318
H (-1.465, -2.186, 3.318)  0.336
H (0.382, 3.672, -7.840)  0.377
H (-1.225, 1.565, -9.172)  0.311
H (4.213, -4.729, -1.451)  0.436
H (-2.840, 0.070, -6.263)  1.346
H (-0.376, -2.740, -2.584)  0.429
H (1.155, 1.848, 3.660)  0.346
H (1.796, 2.547, -1.758)  0.462
H (0.799, -0.309, -4.086)  -0.607
H (-2.116, 2.036, -1.068)  0.662
H (1.038, 0.630, 4.940)  0.387
H (-2.330, -2.042, 0.680)  0.270
H (1.522, -1.891, -3.761)  1.106
H (-2.528, 2.511, -6.698)  0.314
H (0.298, 0.261, -8.836)  0.253
H (5.233, -3.016, 0.403)  0.418
H (-2.170, 1.723, 4.004)  0.327
H (-4.601, -3.591, 0.635)  0.453
H (3.872, 3.947, -2.875)  0.458
H (-0.629, -1.778, 4.812)  0.378
H (1.935, 0.262, 3.448)  0.314
H (2.365, -3.320, -2.868)  0.414
H (4.020, -0.268, -4.054)  0.497
H (0.321, -2.261, 3.360)  0.280
H (0.721, -1.257, -7.961)  0.462
H (2.906, 1.674, 0.004)  0.509
H (-3.901, -1.729, -3.271)  0.321

***

Here is 8 unconnected molecules or ions with the total composition C30H44N3O13 in a non-equilibrium geometry from the Open Molecules 2025 dataset. Energies are from wB97M-V/def2-TZVPD.

For the energy above the lowest of the compared OMol25 structures with the same formula, charge and spin, the calculation gives 0.0 kJ/mol. The charge is +1. The value obtained for the HOMO energy is -11.829 eV. The calculation puts the frontier orbital gap at 7.60 eV. The largest force on an atom is 9.59 eV/A.

Each line ends with the Mulliken charge.
Positions of all 90 atoms, in Å:
O (-39.879, -37.091, -23.519)  -0.591
O (-43.421, -44.395, -22.317)  -0.476
O (-40.872, -32.547, -23.152)  -0.518
O (-44.756, -39.976, -25.665)  -0.552
O (-39.341, -37.509, -20.741)  -0.468
O (-45.997, -33.773, -24.056)  -0.507
O (-39.526, -38.272, -25.197)  -0.818
O (-39.616, -39.280, -23.338)  -0.391
O (-37.977, -43.094, -24.429)  -0.483
O (-38.411, -43.387, -20.237)  -0.584
O (-43.673, -40.530, -20.366)  -0.612
O (-39.448, -34.850, -26.315)  -0.315
O (-39.741, -38.859, -27.806)  -0.521
N (-39.859, -38.262, -23.990)  0.620
N (-37.813, -35.527, -24.777)  0.425
N (-37.359, -40.777, -24.280)  0.191
C (-43.845, -34.544, -24.285)  -0.482
C (-41.401, -42.956, -22.335)  -0.139
C (-41.946, -44.738, -20.660)  -0.254
C (-37.563, -35.748, -27.445)  -1.178
C (-42.027, -32.870, -23.309)  0.414
C (-37.238, -36.561, -20.913)  -1.365
C (-38.397, -35.326, -26.244)  0.887
C (-42.348, -34.247, -23.920)  0.304
C (-44.486, -32.251, -23.140)  -0.409
C (-38.269, -41.914, -24.793)  0.109
C (-39.585, -43.544, -20.646)  0.336
C (-41.093, -38.737, -28.109)  1.240
C (-37.958, -34.428, -23.908)  -0.673
C (-41.930, -39.827, -27.499)  -0.805
C (-39.569, -41.755, -25.383)  0.581
C (-41.299, -38.619, -29.550)  -1.452
C (-45.444, -40.871, -23.591)  -0.440
C (-43.060, -31.849, -22.995)  -0.671
C (-35.958, -41.178, -23.875)  -0.979
C (-44.509, -40.136, -24.475)  0.092
C (-40.168, -42.709, -21.700)  0.308
C (-43.295, -39.769, -23.886)  0.287
C (-44.836, -33.526, -23.857)  0.378
C (-45.126, -41.066, -22.176)  -0.530
C (-40.457, -44.608, -20.174)  -0.560
C (-42.896, -39.836, -22.463)  -0.285
C (-38.736, -36.389, -18.829)  -1.886
C (-38.667, -36.399, -20.315)  0.964
C (-43.903, -40.476, -21.664)  0.481
C (-42.400, -44.058, -21.827)  0.138
H (-36.945, -36.193, -24.564)  0.476
H (-37.926, -33.469, -24.230)  0.410
H (-37.302, -36.914, -27.518)  0.226
H (-39.536, -40.859, -25.843)  -0.299
H (-39.385, -41.930, -22.041)  0.236
H (-42.175, -40.843, -28.171)  0.239
H (-44.117, -35.504, -24.851)  0.402
H (-38.968, -34.709, -23.212)  0.195
H (-41.855, -42.305, -23.171)  0.243
H (-42.607, -39.171, -24.612)  0.264
H (-36.534, -35.268, -27.537)  0.377
H (-35.538, -41.798, -24.666)  0.419
H (-37.022, -34.235, -23.251)  0.313
H (-39.633, -37.503, -21.600)  0.234
H (-41.407, -34.853, -24.280)  0.211
H (-41.897, -39.473, -22.213)  0.444
H (-37.073, -36.760, -21.883)  0.305
H (-35.874, -41.800, -22.945)  0.335
H (-45.977, -41.526, -21.576)  0.369
H (-43.020, -39.505, -27.406)  0.377
H (-46.452, -41.156, -23.700)  0.449
H (-36.476, -35.717, -20.835)  0.306
H (-41.618, -37.678, -27.757)  -0.018
H (-38.509, -37.091, -18.247)  0.642
H (-38.671, -35.942, -24.304)  -0.508
H (-40.863, -37.473, -29.815)  0.228
H (-38.908, -35.439, -20.688)  0.101
H (-42.272, -38.600, -29.877)  0.442
H (-45.446, -31.699, -22.782)  0.321
H (-40.370, -45.021, -19.192)  0.368
H (-39.728, -36.331, -18.406)  0.431
H (-35.320, -40.458, -23.852)  0.508
H (-38.171, -35.548, -28.398)  0.337
H (-41.662, -40.266, -26.601)  -0.223
H (-40.272, -41.573, -24.645)  -0.245
H (-40.562, -39.256, -30.102)  0.329
H (-37.852, -40.203, -23.672)  0.135
H (-38.184, -35.490, -18.438)  0.358
H (-39.704, -42.674, -26.043)  0.418
H (-39.537, -38.753, -26.970)  0.347
H (-42.705, -30.952, -22.749)  0.575
H (-36.827, -37.206, -20.142)  0.388
H (-37.323, -40.247, -25.232)  0.375
H (-42.615, -45.437, -20.060)  0.349

***

- Which value of largest force on an atom does entry 2 give?
  3.01 eV/A

***

- Look up the largest force on an atom of the second one.
  3.01 eV/A

***

- The highest largest force on an atom belongs to which entry?
  C30H44N3O13